Computed, not measured: 2 unconnected molecules or ions with the total composition C21H22O3S2 in a non-equilibrium geometry, with ωB97M-V with the def2-TZVPD basis set.

Properties
Kohn-Sham gap, eV: 4.834
HOMO energy, eV: -6.72
Molecular weight, g/mol: 386.538

The geometry in XYZ format:
```
48
Properties=species:S:1:pos:R:3:lowdin_charge:R:1
C 2.9563 -1.4736 -2.5046 -0.0560
C 2.3380 -1.8559 -1.1569 -0.4826
C 0.8897 -2.2091 -1.3553 -0.0958
O 2.4952 -0.6991 -0.3058 -0.2273
C 2.5729 -0.8631 1.0733 -1.2789
S 3.5454 0.3321 1.7996 0.6553
S 1.8609 -2.2121 1.7931 0.5480
H 2.7525 -2.2446 -3.2640 0.0782
H 2.5390 -0.5208 -2.8714 0.0866
H 4.0480 -1.3863 -2.4411 0.0781
H 2.8718 -2.7183 -0.7219 0.1251
H 0.7359 -2.8752 -2.2189 0.0791
H 0.4860 -2.7162 -0.4616 0.0347
H 0.3048 -1.3071 -1.5722 0.0861
C -1.6352 4.2373 1.1375 -0.1033
C -1.0288 2.8418 1.4107 -0.0858
C 0.2424 3.1553 2.1516 -0.1195
C 0.2695 4.5636 2.3473 -0.2091
O -0.7509 5.2450 1.7646 -0.0036
C 1.3185 5.1869 3.0403 0.0157
C 2.3257 4.3935 3.5435 -0.0053
C 2.4189 2.9885 3.2361 -0.2094
C 3.4952 2.2053 3.7036 -0.0850
C 4.7348 2.7219 4.1827 -0.1920
C 5.4170 1.9941 5.2110 0.0681
C 6.4472 2.5966 5.9066 -0.1297
C 6.8890 3.8832 5.5079 -0.1969
O 8.0320 4.2876 6.1310 -0.0017
C 8.4158 3.2511 7.0907 -0.1163
C 7.3688 2.1339 7.0109 -0.0879
C 6.2867 4.5955 4.4560 0.0199
C 5.2935 3.9752 3.7324 -0.0028
C 1.3334 2.3799 2.5289 0.0377
H -1.6884 4.4859 0.0616 0.1268
H -2.6351 4.3626 1.5858 0.1241
H -1.7577 2.2554 1.9900 0.1251
H -0.8704 2.3031 0.4689 0.1258
H 1.2882 6.2616 3.1402 0.1201
H 3.0526 4.8694 4.1959 0.1123
H 3.3273 1.1394 3.9317 0.0566
H 5.0300 1.0043 5.4955 0.1424
H 9.4195 2.9123 6.8078 0.1257
H 8.4851 3.7328 8.0779 0.1269
H 6.8933 2.0381 7.9942 0.1220
H 7.8319 1.1654 6.7924 0.1250
H 6.6855 5.5891 4.2468 0.1274
H 4.8877 4.4807 2.8500 0.1309
H 1.3604 1.3041 2.2829 0.0851
```

***

Computed, not measured: 4 unconnected molecules or ions with the total composition C21H22O9 in a non-equilibrium geometry, with ωB97M-V with the def2-TZVPD basis set.

Properties
Kohn-Sham gap, eV: 7.667
HOMO energy, eV: -7.53
SMILES: Oc1ccc(O)cc1.Oc1ccc(O)cc1.Oc1ccc(O)cc1.O=C1OCCO1
Molecular weight, g/mol: 418.398
ΔE to the lowest compared entry with this formula, charge and spin, eV: 0.000

The geometry in XYZ format:
```
52
Properties=species:S:1:pos:R:3:lowdin_charge:R:1
C -0.8153 -0.4736 -0.8667 0.0272
C -1.1393 0.5946 -1.8081 0.0298
C -1.0769 1.9503 -1.4812 -0.3854
C -0.7671 2.1906 -0.2058 -0.0218
C -0.3607 1.2349 0.7626 0.0118
C -0.4021 -0.1097 0.4339 -0.3121
O -0.0114 -1.0948 1.3436 0.0036
O -1.3171 2.9405 -2.3388 0.0777
H -0.6515 -1.4598 -1.2753 0.1065
H -1.3604 0.4676 -2.8576 0.0907
H -0.7143 3.2534 -0.0213 0.1186
H -0.0970 1.4626 1.7849 0.1096
H 0.5592 -1.6423 0.7992 0.0676
H -1.3048 2.6642 -3.2581 0.0657
C -2.0675 -2.1989 5.1578 -0.0170
C -0.9648 -1.7931 4.3754 -0.0312
C -0.3526 -0.6508 4.7423 -0.3440
C -0.8308 0.1459 5.8621 -0.0042
C -1.9246 -0.2599 6.5749 -0.0419
C -2.6889 -1.4293 6.1873 -0.2524
O -3.9103 -1.7432 6.8236 0.0111
O 0.6288 -0.1248 4.0040 0.0349
H -2.5923 -3.0819 4.8241 0.1017
H -0.8022 -2.3602 3.4708 0.1098
H -0.3580 1.0997 6.0444 0.1095
H -2.2481 0.2644 7.4620 0.1010
H -4.1967 -1.0700 7.4452 0.0883
H 0.4927 -0.2390 3.0606 0.0529
C 3.2030 -0.7404 0.6114 -0.0038
C 3.0330 -0.4782 -0.7310 -0.0105
C 2.6778 -1.5317 -1.5954 -0.2842
C 2.4685 -2.8253 -1.1156 -0.0027
C 2.5454 -3.0370 0.2725 -0.0344
C 2.9511 -2.0123 1.0851 -0.3930
O 3.1383 -2.2618 2.3792 0.0754
O 2.5917 -1.1431 -2.9526 0.0049
H 3.4410 0.0494 1.3085 0.1300
H 3.3337 0.4716 -1.1480 0.1186
H 2.2285 -3.6150 -1.8121 0.1167
H 2.5639 -4.0575 0.6255 0.1199
H 3.0566 -3.1838 2.6337 0.1151
H 3.1094 -0.3608 -3.1567 0.0868
C -1.0107 2.9209 -7.2655 -0.0965
C -0.0358 2.9644 -6.0845 -0.1305
O -0.6616 2.2081 -5.1003 0.0488
C -1.8281 1.7064 -5.5620 -0.5010
O -2.7651 1.1231 -4.8911 0.0799
O -2.0310 2.0887 -6.7702 0.1145
H -0.3922 2.5898 -8.0997 0.1338
H -1.3577 3.9421 -7.4230 0.1358
H 0.0864 4.0026 -5.7755 0.1366
H 0.9280 2.6426 -6.4789 0.1317
```

***

Computed, not measured: a molecular structure, C21H23BrN3O2ReSSbSe4 in a non-equilibrium geometry, with ωB97M-V with the def2-TZVPD basis set.

Properties
Kohn-Sham gap, eV: 5.944
HOMO energy, eV: -9.93
Molecular weight, g/mol: 1085.212
Net charge: +1
ΔE to the lowest compared entry with this formula, charge and spin, eV: 0.000

The geometry in XYZ format:
```
57
Properties=species:S:1:pos:R:3:lowdin_charge:R:1
Re -0.9715 0.3255 -0.0067 0.5321
C -0.2872 -1.3975 -4.8763 -0.0095
N -1.4038 -0.6471 -4.3218 -0.1150
C -2.4501 -0.1342 -5.0510 -0.0095
C -3.2605 0.5129 -4.1938 -0.0138
N -2.7236 0.3776 -2.9146 0.0489
C -1.5599 -0.3310 -3.0164 -0.5609
S -0.3311 -0.7609 -1.8995 0.6614
C -3.3995 0.9737 -1.7955 -0.2501
C -4.7855 1.0038 -1.8458 0.0186
C -5.4625 1.6425 -0.8220 -0.0091
C -4.7408 2.2267 0.2058 -0.0193
C -3.3730 2.1108 0.1827 -0.1137
N -2.6971 1.4798 -0.7931 -0.0643
H -0.3471 -1.3301 -5.9591 0.1018
H -0.3474 -2.4385 -4.5598 0.1061
H 0.6420 -0.9640 -4.5276 0.0840
H -2.5106 -0.2568 -6.1193 0.1383
H -4.1603 1.0743 -4.3702 0.1306
H -5.3218 0.5277 -2.6515 0.1224
H -6.5436 1.6794 -0.8324 0.1257
H -5.2273 2.7418 1.0216 0.1225
H -2.7703 2.5277 0.9799 0.1136
Se 3.6248 4.4738 -0.1090 0.0136
Sb 2.6876 2.4141 -0.6146 0.0379
Se 0.1209 2.3834 -0.3521 0.1667
Se 0.9088 -0.6534 1.1261 0.8211
Se 3.5306 0.5412 -1.7623 -0.0234
C 3.5148 1.4616 3.2416 -0.0488
C 2.5609 0.2620 3.3114 -0.6907
C 3.3349 -1.0258 3.0544 -0.0875
C 1.9049 0.2130 4.7022 -0.0418
C 1.4514 0.4951 2.3283 -0.5074
H 4.2621 1.3760 4.0342 0.0973
H 2.9881 2.4037 3.3737 0.0894
H 4.0470 1.4927 2.2869 0.0711
H 4.1392 -1.1151 3.7856 0.0952
H 3.7795 -1.0291 2.0577 0.0825
H 2.6967 -1.9056 3.1478 0.0756
H 2.6801 0.0802 5.4589 0.0949
H 1.2028 -0.6199 4.7747 0.0904
H 1.3693 1.1388 4.9238 0.0911
H 0.9119 1.4252 2.4151 0.0426
Br -3.9328 -3.5711 -1.2726 0.8141
C -3.8341 -3.5479 0.6174 -0.5741
C -4.3449 -4.6850 1.2290 -0.1292
C -4.3277 -4.8103 2.6080 -0.0497
C -3.7936 -3.8042 3.4004 -0.0542
C -3.2775 -2.6755 2.8015 -0.0031
C -3.2861 -2.5141 1.4077 -0.1423
C -2.7079 -1.2712 0.9152 -0.5966
O -2.7832 -0.9398 -0.2724 -0.1594
O -2.0314 -0.4573 1.6533 -0.1680
H -4.7565 -5.4747 0.6165 0.0989
H -4.7338 -5.7054 3.0616 0.1169
H -3.7793 -3.9022 4.4780 0.1140
H -2.8527 -1.8852 3.4011 0.1223
```

***

Computed, not measured: a molecular structure, C21H23Cl2N4NiO in a non-equilibrium geometry, with ωB97M-V with the def2-TZVPD basis set.

Properties
Kohn-Sham gap (spin up / spin down), eV: 4.484 / 3.593
HOMO energy (spin up / spin down), eV: -11.26 / -11.26
Molecular weight, g/mol: 477.041
Net charge: +1
2S+1: 3
ΔE to the lowest compared entry with this formula, charge and spin, eV: 10.038

The geometry in XYZ format:
```
52
Properties=species:S:1:pos:R:3:mulliken_spin:R:1
Ni -2.6510 0.0443 0.3958 2.1136
O -0.7552 -0.2771 -1.5767 -0.2264
H -0.1849 -0.1528 -2.3602 0.0084
N 4.1537 2.2531 -2.3133 -0.0001
C 3.7020 0.9823 -2.4785 0.0002
C 4.4338 -0.1967 -2.2542 -0.0002
C 5.7479 -0.0200 -1.9597 0.0001
C 6.2683 1.2448 -1.8726 0.0000
C 5.4535 2.3502 -2.0611 0.0000
H 2.7006 0.9734 -2.8829 -0.0001
H 3.9325 -1.1527 -2.2875 0.0000
H 6.2837 -0.9421 -1.7893 0.0000
H 7.3096 1.4255 -1.6505 0.0000
H 5.8351 3.3436 -1.8770 0.0000
N -2.9318 -3.3630 0.7052 0.0158
C -1.7541 -4.0759 0.6059 0.0097
C -1.6953 -5.4495 0.8070 -0.0022
C -2.8391 -6.1504 1.0455 -0.0014
C -4.0726 -5.4651 1.1371 0.0016
C -4.0731 -4.0869 0.9679 0.0032
H -0.8159 -3.5457 0.5345 0.0020
H -0.7167 -5.8940 0.7015 0.0005
H -2.8546 -7.1878 1.3456 -0.0001
H -5.0001 -5.9911 1.3092 0.0009
H -4.9684 -3.4905 1.0624 0.0011
N -0.1602 0.2969 2.8322 0.0228
C -0.3237 -0.2498 4.0109 0.0020
C 0.6577 -0.3427 5.0236 0.0029
C 1.9148 0.1612 4.6984 -0.0003
C 2.1231 0.7981 3.4553 -0.0013
C 1.0722 0.7971 2.5680 0.0020
H -1.3075 -0.6310 4.2415 0.0010
H 0.4456 -0.8260 5.9659 0.0000
H 2.6846 0.1976 5.4549 0.0000
H 3.0983 1.2122 3.2456 -0.0001
H 1.0755 1.1672 1.5534 -0.0009
N -2.4889 3.4187 -0.0374 0.0322
C -2.3370 4.0963 -1.2358 -0.0008
C -2.4179 5.5028 -1.3777 0.0042
C -2.8874 6.2526 -0.2471 -0.0013
C -3.1402 5.6073 0.9948 0.0024
C -2.8556 4.2072 1.0226 0.0078
H -2.1855 3.4657 -2.0994 -0.0020
H -2.2700 5.9428 -2.3528 0.0011
H -3.1330 7.2982 -0.3599 -0.0001
H -3.4942 6.0826 1.8977 0.0012
H -2.9539 3.7252 1.9841 -0.0004
C -0.2938 -2.6280 -4.7383 0.0010
Cl 0.8879 -3.7560 -5.4144 0.0001
Cl -1.6473 -2.4495 -5.8938 -0.0001
H -0.6615 -2.9139 -3.7528 -0.0003
H 0.0903 -1.6088 -4.6940 0.0002
```

***

Computed, not measured: C21H23ClN2O6S in the gas phase in a non-equilibrium geometry, with ωB97M-V with the def2-TZVPD basis set.

Properties
Kohn-Sham gap, eV: 9.353
HOMO energy, eV: -9.09
SMILES: CCN(c1ccccc1)S(=O)(=O)c1ccc(Cl)c(C(=O)OCC(=O)NC(=O)C(C)C)c1
Molecular weight, g/mol: 466.943
ΔE to the lowest compared entry with this formula, charge and spin, eV: 0.068

The geometry in XYZ format:
```
54
Properties=species:S:1:pos:R:3:lowdin_charge:R:1
C 2.9121 0.8111 -4.2918 -0.0603
H 2.3361 1.4418 -4.9630 0.0840
H 3.7407 0.3728 -4.8415 0.0776
C 2.0264 -0.2938 -3.7307 -0.2545
N 0.8606 0.2621 -3.0735 -0.1776
C 1.0172 1.0917 -1.9433 -0.2946
C 0.0786 2.0993 -1.7410 -0.0220
C 0.1546 2.9015 -0.6173 -0.0821
C 1.1695 2.7172 0.3083 -0.0878
C 2.1161 1.7294 0.0998 -0.0728
C 2.0439 0.9181 -1.0184 -0.0317
H 2.7819 0.1434 -1.1586 0.1198
H 2.9048 1.5752 0.8190 0.1102
H 1.2297 3.3443 1.1853 0.1048
H -0.5785 3.6817 -0.4724 0.1078
H -0.7118 2.2270 -2.4614 0.1157
S -0.4511 -0.7732 -2.9970 0.6918
O -1.5839 -0.0486 -2.5135 -0.2669
O -0.5481 -1.4588 -4.2489 -0.2727
C 0.0684 -1.9270 -1.7231 -0.2319
C 0.0995 -1.4544 -0.4282 0.0141
C 0.5999 -2.2548 0.5907 -0.1127
C 1.0509 -3.5372 0.2883 -0.5847
C 1.0169 -4.0062 -1.0206 -0.0715
C 0.5342 -3.1918 -2.0310 -0.0340
H 0.5013 -3.5255 -3.0563 0.1197
H 1.3733 -5.0008 -1.2376 0.1106
Cl 1.6823 -4.5373 1.5314 0.7638
C 0.6316 -1.6411 1.9516 -0.4667
O 1.1635 -0.5801 2.1708 0.1467
O -0.0461 -2.3417 2.8400 0.0138
C -0.2740 -1.7470 4.1126 -0.0336
C -0.1131 -0.2294 4.1860 -0.4380
O 0.6018 0.2866 5.0061 0.1077
N -0.9176 0.5642 3.3842 0.1777
C -1.8451 0.2236 2.4120 -0.4213
O -2.1953 -0.9106 2.2108 0.1248
C -2.3929 1.4397 1.6844 -0.3354
C -3.1335 1.0221 0.4170 -0.0448
H -2.4566 0.6272 -0.3369 0.0515
H -3.8643 0.2527 0.6524 0.0882
H -3.6507 1.8773 -0.0097 0.0852
C -3.3374 2.1853 2.6367 -0.0495
H -4.1797 1.5482 2.8965 0.0920
H -2.8357 2.4849 3.5545 0.0739
H -3.7215 3.0776 2.1486 0.0820
H -1.5514 2.0907 1.4227 0.1185
H -0.6975 1.5486 3.4862 0.1570
H -1.3017 -2.0143 4.3772 0.1451
H 0.4274 -2.1790 4.8351 0.1467
H -0.2799 -0.4715 -0.2036 0.1201
H 1.6318 -0.9080 -4.5415 0.1111
H 2.6042 -0.9430 -3.0574 0.1157
H 3.3081 1.4297 -3.4901 0.0696
```